A 2-piece molecular cluster, C2H4P2 overall. Source: the Open Molecules 2025 dataset; level of theory: the ωB97M-V functional and the def2-TZVPD basis.

Last column: Löwdin charge in e.
Geometry (Å):
C  -1.8652  1.5865  -0.3044  -0.392
C  2.4905  -0.8060  0.1265  -0.570
P  -1.5932  -0.0320  -0.0836  0.670
P  3.1258  0.5006  -0.4006  0.674
H  -0.9553  2.1774  -0.2255  -0.100
H  2.0321  -1.6374  0.5831  -0.099
H  -2.7277  -0.9615  -0.1117  -0.064
H  -0.5071  -0.8275  0.4162  -0.119

Calculated values
Total energy: -761.089009 Eh
Energy above the lowest of the compared OMol25 structures with the same formula, charge and spin: 435.5 kJ/mol
HOMO-LUMO gap: 0.3349 Ha
Highest occupied orbital energy: -9.0 eV
LUMO level: 0.1 eV



A 2-piece molecular cluster, C2H4P2S overall. Source: the Open Molecules 2025 dataset; level of theory: the ωB97M-V functional and the def2-TZVPD basis.

Last column: Löwdin charge in e.
Geometry (Å):
C  -1.1384  0.4157  -0.7187  -0.114
C  0.1671  0.2684  -1.0755  -0.158
P  0.0564  -2.2670  1.6370  0.286
P  0.9287  -0.6060  1.8256  -0.277
S  2.0987  0.8869  2.1046  0.103
H  -1.9218  -0.2996  -1.1680  0.076
H  -1.6111  1.1270  -0.0653  0.033
H  1.0559  0.8844  -0.7097  0.040
H  0.3646  -0.4098  -1.8299  0.012

Calculated values
Total energy: -1159.406868 Eh
Energy above the lowest of the compared OMol25 structures with the same formula, charge and spin: 211.9 kJ/mol
HOMO-LUMO gap: 0.2983 Ha
Highest occupied orbital energy: -8.9 eV
LUMO level: -0.8 eV



A 2-piece molecular cluster, C2H4P2S overall. Source: the Open Molecules 2025 dataset; level of theory: the ωB97M-V functional and the def2-TZVPD basis.

Last column: Löwdin charge in e.
Geometry (Å):
C  0.6288  -0.5895  0.0118  -0.627
C  0.8224  0.8391  -0.1491  -0.249
P  1.1241  -2.1380  0.0815  0.770
P  -2.3976  -0.4566  -0.3479  0.179
S  -2.4772  1.4074  0.1051  -0.036
H  -0.0179  1.3534  0.5437  0.040
H  0.3909  1.1117  -1.0481  0.023
H  1.8436  1.1819  0.0491  0.082
H  0.0829  -2.7092  0.7540  -0.181

Calculated values
Total energy: -1159.335660 Eh
Energy above the lowest of the compared OMol25 structures with the same formula, charge and spin: 177.4 kJ/mol
HOMO-LUMO gap (spin up / spin down): 0.2281 / 0.2949 Ha
Highest occupied orbital energy (spin up / spin down): -7.4 / -9.6 eV
LUMO level (spin up / spin down): -1.2 / -1.6 eV
2S+1: 3



One molecule with the formula C2H4S. Source: the Open Molecules 2025 dataset; level of theory: the ωB97M-V functional and the def2-TZVPD basis.

Last column: Löwdin charge in e.
Geometry (Å):
C  -0.5705  -0.3024  0.0957  -0.236
C  0.6438  0.5248  0.0166  -0.766
H  -1.3122  0.1724  -0.4907  0.021
H  -1.2005  -0.7712  0.9899  0.127
H  -0.0933  -1.0993  -0.8004  0.130
H  0.4085  1.6570  0.1226  0.085
S  2.1243  -0.1812  0.0662  0.639

Calculated values
Total energy: -476.702238 Eh
Energy above the lowest of the compared OMol25 structures with the same formula, charge and spin: 154.6 kJ/mol
HOMO-LUMO gap: 0.3080 Ha
Highest occupied orbital energy: -8.8 eV
LUMO level: -0.5 eV



One molecule with the formula C2H4S3. Source: the Open Molecules 2025 dataset; level of theory: the ωB97M-V functional and the def2-TZVPD basis.

Last column: Löwdin charge in e.
Geometry (Å):
C  0.5701  -0.3308  1.3218  -1.006
C  0.4602  -0.6698  -0.1023  -0.230
S  1.0581  -1.6276  2.2717  0.396
S  1.6195  -3.4807  1.5130  -0.003
S  0.7256  1.3280  2.0776  0.760
H  1.3030  -1.2147  -0.4426  0.036
H  0.3472  0.1674  -0.8230  0.084
H  -0.3635  -1.4610  -0.3395  0.126
H  0.1704  2.1111  1.2021  -0.164

Calculated values
Total energy: -1273.097815 Eh
Energy above the lowest of the compared OMol25 structures with the same formula, charge and spin: 141.8 kJ/mol
HOMO-LUMO gap: 0.2639 Ha
Highest occupied orbital energy: -8.3 eV
LUMO level: -1.1 eV



A 2-piece molecular cluster, C2H4S3 overall. Source: the Open Molecules 2025 dataset; level of theory: the ωB97M-V functional and the def2-TZVPD basis.

Last column: Löwdin charge in e.
Geometry (Å):
C  -2.7917  2.4152  0.7987  -1.389
C  1.7647  -1.4544  -0.2649  -0.515
S  -2.7362  3.3829  -0.3980  0.698
S  -2.8056  1.3268  1.8785  0.690
S  1.0626  0.0453  -1.0714  0.579
H  1.2377  -1.8184  0.6291  0.025
H  2.8051  -1.3676  0.0178  0.012
H  1.7430  -2.4065  -0.8786  0.040
H  -0.2797  -0.1233  -0.7112  -0.139

Calculated values
Total energy: -1273.011715 Eh
Energy above the lowest of the compared OMol25 structures with the same formula, charge and spin: 90.4 kJ/mol
HOMO-LUMO gap (spin up / spin down): 0.2399 / 0.2056 Ha
Highest occupied orbital energy (spin up / spin down): -6.4 / -9.1 eV
LUMO level (spin up / spin down): 0.2 / -3.5 eV
2S+1: 3



One molecule with the formula C2H4Si. Source: the Open Molecules 2025 dataset; level of theory: the ωB97M-V functional and the def2-TZVPD basis.

Last column: Löwdin charge in e.
Geometry (Å):
C  1.2199  1.1133  1.1423  -0.015
C  0.7004  0.2756  0.1933  -0.315
Si  -0.7657  -0.4664  -0.7678  0.576
H  2.1335  1.1107  1.7910  0.017
H  -0.4057  -1.5843  -1.6355  -0.092
H  -1.5149  0.6454  -1.1905  -0.102
H  -1.3674  -1.0943  0.4672  -0.070

Calculated values
Total energy: -367.949845 Eh
Energy above the lowest of the compared OMol25 structures with the same formula, charge and spin: 139.0 kJ/mol
HOMO-LUMO gap: 0.3684 Ha
Highest occupied orbital energy: -9.7 eV
LUMO level: 0.4 eV



C2H4Si as an isolated structure. Source: the Open Molecules 2025 dataset; level of theory: the ωB97M-V functional and the def2-TZVPD basis.

Last column: Löwdin charge in e.
Geometry (Å):
C  1.1725  -0.4233  -0.3663  -0.103
C  0.3872  -0.3027  0.6994  -0.493
Si  -1.0504  0.4941  -0.2159  0.790
H  2.1637  -0.8178  -0.4814  0.008
H  0.5233  -0.5620  1.7519  0.023
H  -1.2020  1.9260  -0.4194  -0.114
H  -1.9941  -0.3144  -0.9684  -0.112

Calculated values
Total energy: -367.936861 Eh
Energy above the lowest of the compared OMol25 structures with the same formula, charge and spin: 173.1 kJ/mol
HOMO-LUMO gap: 0.2840 Ha
Highest occupied orbital energy: -8.0 eV
LUMO level: -0.2 eV



C2H5B as an isolated structure. Source: the Open Molecules 2025 dataset; level of theory: the ωB97M-V functional and the def2-TZVPD basis.

Last column: Löwdin charge in e.
Geometry (Å):
B  -1.5709  0.1308  -0.0367  0.203
C  1.3847  0.2807  -0.0888  -0.137
C  0.4378  -0.5935  0.0662  -0.156
H  -1.9880  0.5256  0.9838  -0.042
H  -2.0823  -0.0748  -1.1763  -0.006
H  2.3792  0.0413  0.0618  0.015
H  1.0210  1.3199  -0.3528  0.069
H  0.4186  -1.6300  0.5428  0.054

Calculated values
Total energy: -103.896408 Eh
Energy above the lowest of the compared OMol25 structures with the same formula, charge and spin: 251.9 kJ/mol
HOMO-LUMO gap: 0.3317 Ha
Highest occupied orbital energy: -9.3 eV
LUMO level: -0.2 eV



One molecule with the formula C2H5B. Source: the Open Molecules 2025 dataset; level of theory: the ωB97M-V functional and the def2-TZVPD basis.

Last column: Löwdin charge in e.
Geometry (Å):
B  1.1273  -0.0117  0.0175  -0.058
C  -0.2308  0.7873  0.0047  -0.119
C  -0.2079  -0.7743  -0.0267  -0.146
H  2.3831  -0.0833  -0.0200  0.061
H  -0.7456  1.2063  0.8008  0.044
H  -0.4494  1.0626  -1.0351  0.089
H  -0.8733  -1.1636  -0.7171  0.051
H  -0.3420  -1.2358  0.9360  0.078

Calculated values
Total energy: -103.958895 Eh
Energy above the lowest of the compared OMol25 structures with the same formula, charge and spin: 87.9 kJ/mol
HOMO-LUMO gap: 0.3862 Ha
Highest occupied orbital energy: -9.9 eV
LUMO level: 0.6 eV